# 1
A 3-piece molecular cluster, C3H11NO4 overall. Source: OMol25; level of theory: ωB97M-V with the def2-TZVPD basis set.

Results
M, u: 125.12
Relative energy (zero: lowest compared OMol25 entry of this formula, charge and spin), kcal/mol: 49.0
Total charge: +1
HOMO (alpha / beta), eV: -14.738 / -14.736
Spin multiplicity: 2
LUMO energy (alpha / beta), eV: -4.35 / -9.48
<S²>: 0.7738

Positions of all 19 atoms, in Å:
1 C -1.59633 -1.20622 -0.05749
2 N -1.84575 0.05852 -0.53937
3 C -1.71620 1.21961 0.29515
4 C -0.27955 1.80613 0.19090
5 O 0.56492 1.08993 1.05021
6 O -1.41772 -2.09369 -0.86625
7 H -1.44181 -1.32691 1.02293
8 H -2.01461 0.14148 -1.54322
9 H -2.46851 1.92770 -0.06822
10 H -1.92776 0.86565 1.30287
11 H 0.10090 1.82199 -0.82839
12 H -0.20946 2.84047 0.53841
13 H 0.93420 0.32384 0.59271
14 H 0.48329 -3.26206 0.60974
15 H 1.45393 -2.30744 1.30611
16 O 1.41823 -3.09477 0.75598
17 H 3.40055 -0.00520 -0.53252
18 H 3.26307 0.48983 -2.07976
19 O 3.29859 0.71113 -1.14978

These are the natural (NBO) partial charges, in e, on atoms 1 to 2:
1. C 0.452
2. N -0.270

# 2
C20H14AsIrS5 as an isolated structure. Source: OMol25; level of theory: ωB97M-V with the def2-TZVPD basis set.

Results
M, u: 681.81
Relative energy (zero: lowest compared OMol25 entry of this formula, charge and spin), kcal/mol: 17.4
Total charge: 0
HOMO, eV: -7.889
LUMO energy, eV: -1.44

Positions of all 41 atoms, in Å:
1 Ir 0.33398 0.26432 -0.07818
2 S 0.21803 0.10566 2.25235
3 C 1.84538 0.05700 2.94466
4 C 1.94950 0.16155 4.33403
5 C 3.19082 0.16389 4.94588
6 C 4.35590 0.06510 4.19410
7 C 4.26621 -0.06419 2.81867
8 C 3.02018 -0.08630 2.20355
9 As 2.78380 -0.32244 0.31667
10 C 4.48259 0.06875 -0.48925
11 C 4.78198 1.39262 -0.79298
12 C 6.03645 1.71803 -1.28581
13 C 6.98439 0.72198 -1.47842
14 C 6.68056 -0.59852 -1.18005
15 C 5.42856 -0.93032 -0.68245
16 C 2.51606 -2.22618 0.11004
17 C 2.30134 -3.04022 1.21622
18 C 2.00514 -4.38194 1.02781
19 C 1.91108 -4.90228 -0.25513
20 C 2.11912 -4.08578 -1.35828
21 C 2.41838 -2.74451 -1.17961
22 H 1.04829 0.25564 4.92616
23 H 3.25088 0.25780 6.02262
24 H 5.32327 0.08767 4.67726
25 H 5.16546 -0.15023 2.21930
26 H 4.03794 2.16770 -0.65012
27 H 6.27278 2.74765 -1.51908
28 H 7.96194 0.97611 -1.86658
29 H 7.42061 -1.37358 -1.33026
30 H 5.19125 -1.96128 -0.44888
31 H 2.35332 -2.63177 2.21775
32 H 1.83678 -5.01894 1.88607
33 H 1.66292 -5.94592 -0.39703
34 H 2.02649 -4.48503 -2.35936
35 H 2.55247 -2.10416 -2.04319
36 S -1.51714 -2.49242 -3.12625
37 C -0.92511 -1.37101 -2.11562
38 S 0.30438 -0.16778 -2.41822
39 S -1.37795 -1.21707 -0.41524
40 S -1.35937 3.09932 -0.41955
41 C -0.60080 1.77149 -0.23199

These are the natural (NBO) partial charges, in e, on atoms 1 to 2:
1. Ir 0.377
2. S -0.116

# 3
A 2-piece molecular cluster, C5H7N6O overall. Source: OMol25; level of theory: ωB97M-V with the def2-TZVPD basis set.

Results
M, u: 167.15
Relative energy (zero: lowest compared OMol25 entry of this formula, charge and spin), kcal/mol: 133.4
Total charge: +1
HOMO (alpha / beta), eV: -13.715 / -12.215
LUMO energy (alpha / beta), eV: -4.76 / -6.24

Positions of all 19 atoms, in Å:
1 C 3.06982 1.33426 0.18151
2 C 3.17410 -0.66584 -0.33430
3 C -1.26081 1.23991 0.17564
4 C 0.76206 -1.09950 0.02523
5 C -2.70655 -0.11413 -0.73187
6 N 3.94128 0.31152 -0.15365
7 N 1.82714 1.07555 0.26082
8 N -2.07891 1.10279 -0.77986
9 N 1.78528 -0.30665 -0.10373
10 N -1.36909 0.24918 1.16150
11 N -2.38719 -0.62141 0.66626
12 O 0.38712 -2.22225 0.13889
13 H 3.36509 2.37813 0.35705
14 H 3.53813 -1.75805 -0.60204
15 H -0.52336 2.02839 0.18455
16 H -3.83563 -0.11418 -0.77414
17 H -2.33591 -0.64725 -1.64883
18 H -3.33778 -0.60065 1.14747
19 H -2.01478 -1.56984 0.82947

These are the natural (NBO) partial charges, in e, on atoms 1 to 2:
1. C 0.207
2. C 0.259

# 4
A 2-piece molecular cluster, CHIN2O2S overall. Source: OMol25; level of theory: ωB97M-V with the def2-TZVPD basis set.

Results
M, u: 232.00
Relative energy (zero: lowest compared OMol25 entry of this formula, charge and spin), kcal/mol: 85.5
Total charge: 0
HOMO (alpha / beta), eV: -9.222 / -9.222
LUMO energy (alpha / beta), eV: -3.10 / -3.10

Positions of all 8 atoms, in Å:
1 C -2.32184 0.26800 -0.69448
2 N -3.45684 0.45690 -0.78718
3 N -1.27880 -0.31046 -0.15993
4 O 2.36943 -0.28279 -0.98766
5 O 0.02143 -0.24373 -0.45377
6 S 1.19732 0.40272 -1.39457
7 I 2.15046 -0.79929 2.35851
8 H 1.31882 0.50864 2.11909

These are the natural (NBO) partial charges, in e, on atoms 1 to 2:
1. C 0.293
2. N -0.291

# 5
A 2-piece molecular cluster, C2H7OS overall. Source: OMol25; level of theory: ωB97M-V with the def2-TZVPD basis set.

Results
M, u: 79.14
Relative energy (zero: lowest compared OMol25 entry of this formula, charge and spin), kcal/mol: 5.0
Total charge: -1
HOMO, eV: -2.571
LUMO energy, eV: 4.23

Positions of all 11 atoms, in Å:
1 O 1.49815 2.57999 -0.09822
2 H 2.14238 2.60076 -0.82939
3 C -0.34850 -1.94372 1.22207
4 C -0.96326 -0.62552 0.76894
5 S -0.27122 -0.17946 -0.95145
6 H -0.68157 -2.30030 2.21305
7 H -0.56153 -2.72180 0.49516
8 H 0.72858 -1.85431 1.34356
9 H -0.62333 0.21967 1.37387
10 H -2.04274 -0.55329 0.70057
11 H 1.09994 1.68530 -0.30085

These are the natural (NBO) partial charges, in e, on atoms 1 to 2:
1. O -0.995
2. H 0.445

# 6
C28H28Cl3GeN2O4SV as an isolated structure. Source: OMol25; level of theory: ωB97M-V with the def2-TZVPD basis set.

Results
M, u: 718.52
Total charge: -2
HOMO (alpha / beta), eV: -0.550 / -0.562
Spin multiplicity: 3
LUMO energy (alpha / beta), eV: 4.02 / 4.01
<S²>: 2.1874

Positions of all 68 atoms, in Å:
1 V -0.00485 -0.61608 0.12958
2 C -0.40107 6.57301 -4.37977
3 C -0.15020 5.56595 -3.28710
4 C 0.26596 4.27680 -3.58510
5 C 0.46060 3.33305 -2.58006
6 C 0.23933 3.68230 -1.26064
7 C -0.17735 4.97125 -0.94318
8 C -0.36356 5.90224 -1.94896
9 S 0.34034 2.47237 0.05340
10 O 1.05991 3.09788 1.12778
11 O 0.99210 1.31359 -0.58571
12 N -1.13492 2.21525 0.44329
13 C -1.92259 1.48123 -0.42144
14 C -2.95951 2.12200 -1.10979
15 C -3.80063 1.40278 -1.93116
16 C -3.60062 0.02918 -2.03925
17 C -2.57021 -0.54947 -1.33214
18 N -1.71736 0.13833 -0.54065
19 H 0.15861 6.32307 -5.28173
20 H -0.11347 7.57817 -4.06644
21 H -1.46075 6.60377 -4.64713
22 H 0.44315 3.99684 -4.61824
23 H 0.78367 2.32860 -2.81443
24 H -0.34854 5.22455 0.09556
25 H -0.68272 6.90907 -1.69852
26 H -3.05997 3.19083 -0.97631
27 H -4.59590 1.89692 -2.47706
28 H -4.23498 -0.59247 -2.65732
29 H -2.37373 -1.61368 -1.36726
30 Cl 2.98842 0.53100 -3.47928
31 C 2.34160 -0.86644 -2.58800
32 Cl 2.95895 -2.35734 -3.36737
33 Cl 0.57403 -0.87806 -2.69961
34 C 2.87670 -0.87230 -1.07537
35 O 4.07671 -0.68868 -0.98332
36 O 2.02290 -1.18303 -0.21555
37 C 2.39824 -1.21657 5.31121
38 C 2.81698 -1.12005 3.96595
39 C 1.89708 -0.91945 2.97267
40 C 0.50678 -0.80106 3.23910
41 C -0.43423 -0.60570 2.15788
42 C -1.75514 -0.47186 2.57711
43 C -2.17211 -0.56089 3.91661
44 C -1.27318 -0.77771 4.92633
45 C 0.09748 -0.89731 4.60110
46 C 1.07105 -1.10697 5.61404
47 H 3.12763 -1.37811 6.09858
48 H 3.86845 -1.20465 3.71651
49 H 2.23157 -0.85951 1.94461
50 H -2.52895 -0.30927 1.83168
51 H -3.22853 -0.45234 4.15108
52 H -1.58625 -0.84736 5.96380
53 H 0.73359 -1.17996 6.64452
54 C -0.45289 -5.44851 1.08904
55 Ge 0.40249 -4.03122 -0.02293
56 C 2.30002 -4.16318 0.47613
57 C 0.29923 -4.82728 -1.84484
58 C -0.57105 -2.39452 0.19462
59 H 0.04335 -6.41691 0.96947
60 H -1.50444 -5.55965 0.81102
61 H -0.41263 -5.16134 2.14217
62 H 2.59599 -5.21676 0.47455
63 H 2.44322 -3.75340 1.47743
64 H 2.94669 -3.61106 -0.20394
65 H 0.65482 -5.86214 -1.81276
66 H 0.90613 -4.26915 -2.56032
67 H -0.73595 -4.82324 -2.19452
68 H -1.59552 -2.69532 0.48041

These are the natural (NBO) partial charges, in e, on atoms 1 to 2:
1. V 1.014
2. C -0.621

The records above give, respectively, E_tot values of -12959.4316, -138821.4648, -16273.9467, -27057.6937, -15071.1870, -171267.1427 eV.